Arrangement A

# C5H10FN

A 2-piece molecular cluster, C5H10FN overall (the ωB97M-V functional and the def2-TZVPD basis, OMol25).

Each line ends with the natural charge from an NBO analysis.
CARTESIAN COORDINATES (ANGSTROEM)
C  0.42  2.26  -1.38  -0.770
C  0.84  1.14  -1.92  0.138
C  0.36  0.06  1.95  -0.626
C  -0.49  -0.13  0.71  -0.427
C  0.10  -1.03  -0.47  -0.198
N  -0.62  -2.20  -0.79  -0.213
F  -2.01  -2.11  -1.17  -0.280
H  -0.47  2.50  -0.81  0.260
H  1.08  3.15  -1.47  0.288
H  -0.32  -2.80  -1.48  0.360
H  0.98  0.93  2.02  0.212
H  -0.20  0.22  2.90  0.222
H  1.14  -0.76  2.16  0.202
H  -0.59  0.93  0.37  0.204
H  -1.48  -0.57  0.84  0.229
H  0.20  -0.23  -1.36  0.163
H  1.06  -1.37  -0.09  0.234

HOMO   -8.904 eV
2S+1   1
LUMO level   -0.399 eV

---

Arrangement B

# C5H10FN

A 2-piece molecular cluster, C5H10FN overall (the ωB97M-V functional and the def2-TZVPD basis, OMol25).

Each line ends with the natural charge from an NBO analysis.
CARTESIAN COORDINATES (ANGSTROEM)
C  1.46  0.55  0.60  0.098
C  2.77  0.26  -0.01  -0.663
C  -1.18  -1.91  0.14  -0.542
C  -1.95  0.87  -0.77  -0.675
C  -0.76  0.47  0.12  0.628
N  0.47  0.42  -0.23  -0.524
F  -1.12  0.66  1.46  -0.391
H  1.26  0.85  1.69  0.183
H  2.55  -0.23  -0.97  0.235
H  3.32  1.13  -0.34  0.223
H  3.39  -0.19  0.62  0.213
H  -1.22  -2.10  -0.88  0.181
H  -1.99  -1.96  0.82  0.180
H  -0.24  -1.86  0.67  0.175
H  -2.13  1.89  -0.80  0.214
H  -1.76  0.57  -1.82  0.234
H  -2.87  0.59  -0.29  0.230

HOMO (spin up / spin down)   -7.438 / -8.201 eV
2S+1   1
LUMO level (spin up / spin down)   0.268 / 0.163 eV

---

Most stable pick: arrangement B. Distance to second place: 327.0 kJ/mol.

---

Arrangement A

# CH4N2PS

An isolated ion of composition CH4N2PS and charge +1 (the ωB97M-V functional and the def2-TZVPD basis, OMol25).

Each line ends with the natural charge from an NBO analysis.
CARTESIAN COORDINATES (ANGSTROEM)
N  -1.62  -0.26  -0.03  -0.703
C  -0.56  0.51  -0.03  0.408
N  0.68  0.10  0.07  -0.839
P  2.26  0.95  0.02  0.860
S  3.28  -0.72  -0.01  -0.242
H  -2.61  0.04  0.00  0.460
H  -1.47  -1.25  -0.06  0.418
H  -0.58  1.55  -0.14  0.220
H  0.61  -0.94  0.18  0.416

HOMO   -13.924 eV
2S+1   1
Structure (SMILES)   N/C=[NH+]/P=S
Total charge   +1
LUMO level   -5.860 eV

---

Arrangement B

# CH4N2PS

A 2-piece molecular cluster, CH4N2PS overall (the ωB97M-V functional and the def2-TZVPD basis, OMol25).

Each line ends with the natural charge from an NBO analysis.
CARTESIAN COORDINATES (ANGSTROEM)
C  -0.36  -0.25  0.00  -0.063
N  -0.57  0.58  -1.12  -0.747
N  3.02  -1.95  2.66  -0.989
P  3.72  -1.35  3.82  1.450
S  0.93  -1.18  0.18  -0.160
H  -1.05  -0.18  0.84  0.218
H  -1.42  1.12  -1.24  0.402
H  -0.15  0.50  -2.00  0.407
H  2.12  -2.08  2.20  0.482

HOMO   -12.259 eV
2S+1   1
Total charge   +1
LUMO level   -7.039 eV

---

Arrangement C

# CH4N2PS

CH4N2PS as an isolated structure (the ωB97M-V functional and the def2-TZVPD basis, OMol25).

Each line ends with the natural charge from an NBO analysis.
CARTESIAN COORDINATES (ANGSTROEM)
C  0.93  -0.12  -0.20  0.402
N  -0.35  -0.35  -0.06  -0.712
N  1.47  0.91  0.40  -0.897
P  3.13  1.41  0.32  0.880
S  4.25  -0.88  -0.41  -0.302
H  1.63  -0.81  -0.84  0.292
H  -0.76  -1.28  -0.44  0.472
H  -0.99  0.34  0.44  0.437
H  0.65  1.28  0.93  0.428

HOMO (spin up / spin down)   -13.054 / -13.041 eV
2S+1   1
Total charge   +1
LUMO level (spin up / spin down)   -7.079 / -7.095 eV

---

Most stable pick: arrangement A. Distance to second place: 215.3 kJ/mol.

---

Arrangement A

# CH2N4O2

One molecule with the formula CH2N4O2 (the ωB97M-V functional and the def2-TZVPD basis, OMol25).

Each line ends with the natural charge from an NBO analysis.
CARTESIAN COORDINATES (ANGSTROEM)
N  -1.44  -3.04  -1.39  -0.362
C  -1.05  -2.28  -0.62  0.525
O  -0.68  -1.43  0.28  -0.398
N  0.05  -0.12  -0.15  0.496
O  0.64  -0.18  -1.23  -0.406
N  -0.09  0.71  0.74  -0.027
N  0.70  1.85  0.82  -0.635
H  0.63  2.57  1.52  0.425
H  1.24  1.91  0.03  0.382

HOMO   -10.106 eV
2S+1   1
Structure (SMILES)   N#CO/[N+]([O-])=N/N
LUMO level   -0.497 eV

---

Arrangement B

# CH2N4O2

CH2N4O2 as an isolated structure (the ωB97M-V functional and the def2-TZVPD basis, OMol25).

Each line ends with the natural charge from an NBO analysis.
CARTESIAN COORDINATES (ANGSTROEM)
C  1.70  0.77  0.01  0.470
N  2.33  1.81  -0.06  -0.315
N  -1.64  0.24  -0.26  -0.636
N  -0.36  -0.11  0.00  -0.076
N  0.27  -1.08  0.15  0.495
O  1.91  -0.49  -0.13  -0.400
O  -0.13  -2.19  0.23  -0.360
H  -1.51  1.26  0.19  0.416
H  -2.58  -0.21  -0.12  0.407

HOMO   -10.221 eV
2S+1   1
LUMO level   -1.744 eV

---

Most stable pick: arrangement A. Distance to second place: 223.5 kJ/mol.

---

Arrangement A

# C21H28N4O2S

One molecule with the formula C21H28N4O2S (the ωB97M-V functional and the def2-TZVPD basis, OMol25).

Each line ends with the natural charge from an NBO analysis.
CARTESIAN COORDINATES (ANGSTROEM)
C  -3.84  -2.45  -0.13  -0.631
C  -2.38  -2.26  0.14  -0.012
C  -1.44  -2.48  -0.86  -0.221
C  -0.09  -2.36  -0.60  -0.221
C  0.36  -2.00  0.66  0.043
C  1.84  -1.91  0.93  -0.258
N  2.46  -0.96  0.02  -0.453
C  3.88  -1.12  -0.22  -0.219
C  4.18  -0.43  -1.55  -0.209
N  3.69  0.92  -1.52  -0.609
C  2.67  1.37  -0.76  0.695
O  2.26  2.51  -0.85  -0.649
C  2.11  0.41  0.28  -0.170
C  2.53  0.95  1.68  -0.523
C  1.32  1.05  2.58  0.694
O  1.14  0.35  3.56  -0.644
N  0.45  2.01  2.17  -0.612
C  -0.91  2.04  2.62  -0.255
C  -1.84  1.62  1.52  0.124
C  -3.17  1.38  1.63  -0.445
S  -3.84  0.96  0.10  0.385
C  -2.23  1.13  -0.59  0.132
C  -2.02  0.95  -2.06  -0.268
C  -0.53  0.81  -2.38  -0.612
C  -2.62  2.15  -2.80  -0.591
N  -1.34  1.46  0.26  -0.488
C  -0.57  -1.75  1.66  -0.236
C  -1.92  -1.89  1.40  -0.211
H  -4.44  -2.06  0.68  0.216
H  -4.06  -3.52  -0.24  0.219
H  -4.13  -1.96  -1.06  0.213
H  -1.77  -2.77  -1.85  0.206
H  0.63  -2.54  -1.38  0.214
H  2.29  -2.89  0.74  0.206
H  2.01  -1.65  1.99  0.199
H  4.51  -0.69  0.57  0.171
H  4.12  -2.18  -0.31  0.212
H  3.70  -0.99  -2.37  0.190
H  5.26  -0.41  -1.74  0.200
H  4.02  1.56  -2.22  0.406
H  1.01  0.48  0.20  0.274
H  3.27  0.29  2.14  0.229
H  2.97  1.95  1.57  0.245
H  0.63  2.46  1.29  0.423
H  -0.99  1.37  3.48  0.247
H  -1.18  3.06  2.95  0.209
H  -3.79  1.44  2.50  0.238
H  -2.54  0.05  -2.37  0.212
H  0.01  1.69  -2.03  0.233
H  -0.39  0.71  -3.45  0.205
H  -0.12  -0.07  -1.88  0.221
H  -2.11  3.07  -2.50  0.213
H  -2.50  2.02  -3.87  0.210
H  -3.68  2.25  -2.57  0.209
H  -0.24  -1.46  2.64  0.236
H  -2.64  -1.70  2.19  0.210

HOMO   -8.622 eV
2S+1   1
Structure (SMILES)   Cc1ccc(CN2CCNC(=O)[C@@H]2CC(=O)NCc2csc(C(C)C)n2)cc1
LUMO level   0.683 eV

---

Arrangement B

# C21H28N4O2S

One molecule with the formula C21H28N4O2S (the ωB97M-V functional and the def2-TZVPD basis, OMol25).

Each line ends with the natural charge from an NBO analysis.
CARTESIAN COORDINATES (ANGSTROEM)
C  4.61  -0.36  -4.63  -0.594
C  5.03  -1.63  -3.89  -0.275
C  6.55  -1.67  -3.70  -0.594
C  4.36  -1.71  -2.57  0.046
N  3.56  -2.65  -2.22  -0.266
N  3.06  -2.53  -0.99  -0.306
C  3.48  -1.47  -0.39  0.207
N  3.12  -1.13  0.88  -0.642
C  3.51  0.04  1.47  0.689
O  4.24  0.83  0.91  -0.602
C  2.95  0.25  2.86  -0.492
C  1.45  0.58  2.82  -0.496
C  0.59  -0.67  2.67  0.703
O  1.09  -1.78  2.57  -0.676
N  -0.74  -0.50  2.68  -0.423
C  -1.46  0.75  2.67  -0.209
C  -2.15  0.96  1.32  -0.416
C  -3.09  -0.21  1.01  -0.208
C  -3.75  -0.05  -0.36  -0.407
C  -4.63  1.17  -0.41  -0.038
C  -5.88  1.15  0.20  -0.164
C  -6.69  2.27  0.19  -0.222
C  -6.26  3.43  -0.43  -0.221
C  -5.02  3.46  -1.04  -0.204
C  -4.21  2.33  -1.03  -0.213
C  -2.30  -1.52  1.09  -0.397
C  -1.61  -1.64  2.45  -0.226
S  4.58  -0.48  -1.33  0.368
H  3.53  -0.33  -4.76  0.216
H  4.91  0.52  -4.06  0.204
H  5.09  -0.31  -5.60  0.210
H  4.72  -2.50  -4.47  0.229
H  6.85  -2.58  -3.18  0.217
H  6.88  -0.81  -3.12  0.205
H  7.05  -1.65  -4.67  0.210
H  2.47  -1.74  1.39  0.464
H  3.49  1.08  3.31  0.239
H  3.10  -0.66  3.45  0.243
H  1.25  1.27  2.00  0.233
H  1.18  1.07  3.76  0.236
H  -0.80  1.58  2.89  0.215
H  -2.23  0.70  3.46  0.196
H  -2.70  1.90  1.33  0.227
H  -1.38  1.02  0.54  0.201
H  -3.88  -0.22  1.78  0.197
H  -4.35  -0.94  -0.57  0.216
H  -2.98  0.02  -1.13  0.210
H  -6.23  0.24  0.68  0.198
H  -7.66  2.24  0.67  0.212
H  -6.89  4.30  -0.44  0.214
H  -4.68  4.36  -1.54  0.213
H  -3.25  2.36  -1.52  0.209
H  -2.97  -2.37  0.95  0.215
H  -1.55  -1.54  0.31  0.208
H  -0.99  -2.54  2.49  0.252
H  -2.35  -1.68  3.25  0.189

HOMO   -8.636 eV
2S+1   1
Structure (SMILES)   CC(C)c1nnc(NC(=O)CCC(=O)N2CCC(Cc3ccccc3)CC2)s1
LUMO level   0.529 eV

---

Most stable pick: arrangement A. Distance to second place: 33.4 kJ/mol.

---

Arrangement A

# C2H7O2P

One molecule with the formula C2H7O2P (the ωB97M-V functional and the def2-TZVPD basis, OMol25).

Each line ends with the natural charge from an NBO analysis.
CARTESIAN COORDINATES (ANGSTROEM)
C  -0.75  0.93  1.43  -0.251
O  -1.24  -0.16  0.70  -0.781
P  -0.48  -0.42  -1.05  1.920
C  1.27  -0.81  -0.72  -1.016
O  -1.22  -1.40  -1.79  -1.039
H  -0.81  0.66  2.49  0.189
H  -1.36  1.82  1.25  0.168
H  0.29  1.16  1.19  0.148
H  -0.56  0.90  -1.50  -0.110
H  1.35  -1.89  -0.66  0.267
H  1.87  -0.44  -1.55  0.251
H  1.63  -0.36  0.21  0.254

HOMO   -10.284 eV
2S+1   1
Structure (SMILES)   CO[P@@H](C)=O
LUMO level   0.875 eV

---

Arrangement B

# C2H7O2P

One molecule with the formula C2H7O2P (the ωB97M-V functional and the def2-TZVPD basis, OMol25).

Each line ends with the natural charge from an NBO analysis.
CARTESIAN COORDINATES (ANGSTROEM)
C  1.22  -0.46  -1.02  -0.977
P  1.00  -1.15  0.68  0.877
O  0.38  0.22  1.36  -0.801
C  -0.63  0.92  0.72  0.232
O  -1.52  0.06  0.12  -0.741
H  0.29  0.16  -1.42  0.227
H  1.95  0.28  -1.06  0.227
H  1.24  -1.17  -1.77  0.235
H  -0.17  -2.02  0.50  -0.073
H  -0.07  1.58  -0.03  0.144
H  -1.24  1.45  1.47  0.157
H  -2.45  0.13  0.44  0.493

HOMO   -8.888 eV
2S+1   1
Structure (SMILES)   CPOCO
LUMO level   0.667 eV

---

Most stable pick: arrangement A. Distance to second place: 122.0 kJ/mol.

---

Arrangement A

# C5H13N2O

A 2-piece molecular cluster, C5H13N2O overall (the ωB97M-V functional and the def2-TZVPD basis, OMol25).

Each line ends with the natural charge from an NBO analysis.
CARTESIAN COORDINATES (ANGSTROEM)
C  -2.21  0.47  0.29  -0.022
O  -0.87  0.41  0.44  -0.978
C  -2.91  -0.82  0.71  -0.241
N  -2.43  -1.93  -0.12  -0.866
H  -2.68  1.29  0.90  0.085
H  -2.53  0.69  -0.75  0.089
H  -2.68  -0.98  1.77  0.146
H  -4.00  -0.73  0.60  0.144
H  -1.44  -1.76  -0.25  0.372
H  -2.54  -2.82  0.34  0.331
N  1.21  -0.72  -1.01  -0.898
C  2.09  0.43  -1.10  -0.248
C  3.39  1.46  0.75  -0.464
C  2.22  1.11  0.24  -0.140
H  0.98  -1.08  -1.92  0.334
H  0.36  -0.48  -0.45  0.433
H  1.69  1.18  -1.80  0.160
H  3.09  0.14  -1.42  0.156
H  3.42  1.96  1.71  0.183
H  4.32  1.25  0.23  0.171
H  1.27  1.22  0.76  0.254

HOMO   -3.109 eV
2S+1   1
Total charge   -1
LUMO level   3.950 eV

---

Arrangement B

# C5H13N2O

An isolated ion of composition C5H13N2O and charge -1 (the ωB97M-V functional and the def2-TZVPD basis, OMol25).

Each line ends with the natural charge from an NBO analysis.
CARTESIAN COORDINATES (ANGSTROEM)
C  -1.92  -0.87  1.16  -0.616
C  -0.79  0.20  1.12  -0.415
C  0.18  0.09  0.02  -0.071
C  0.78  -1.33  -0.15  -0.248
N  0.93  -2.00  -1.51  -0.842
N  1.20  1.04  0.20  -0.740
C  0.84  2.26  -0.94  0.175
O  0.72  3.37  -0.26  -0.904
H  -2.50  -0.98  0.20  0.192
H  -1.58  -1.83  1.48  0.195
H  -2.60  -0.55  1.95  0.198
H  -0.29  0.03  2.08  0.180
H  -1.08  1.34  1.11  0.236
H  -0.42  0.28  -1.00  0.137
H  0.19  -2.04  0.35  0.160
H  1.75  -1.11  0.21  0.210
H  0.04  -1.86  -1.92  0.337
H  1.63  -1.58  -2.01  0.345
H  1.16  1.41  1.07  0.340
H  0.00  2.02  -1.59  0.075
H  1.77  2.12  -1.56  0.055

HOMO   -2.714 eV
2S+1   1
Structure (SMILES)   CC[C@H](CN)NC[O-]
Total charge   -1
LUMO level   3.754 eV

---

Most stable pick: arrangement A. Distance to second place: 130.7 kJ/mol.